Record 1
ORCA calculation (ωB97M-V/def2-TZVPD) on a single C3H4ClNOS molecule in a non-equilibrium geometry.

ORCA input file:
```
! wB97M-V def2-TZVPD RIJCOSX def2/J DEFGRID3
* xyz 0 1
C 1.152 0.090 2.450
C -1.431 0.868 -1.476
C 1.217 -0.851 1.377
N 1.227 0.867 3.275
O 1.280 -1.714 -1.014
S 1.002 -0.511 -0.241
Cl -1.548 -0.568 -0.462
H -1.103 1.762 -1.025
H -2.413 1.142 -1.829
H -0.986 0.744 -2.561
H 1.604 -1.829 1.505
*
```

Computed properties:
- highest occupied orbital energy (alpha / beta) (eV) = -9.500 / -9.500
- strongest force on any atom (eV/A) = 4.0

Record 2
ORCA calculation (ωB97M-V/def2-TZVPD) on a molecular structure, C4H12OS2 in a non-equilibrium geometry.

ORCA input file:
```
! wB97M-V def2-TZVPD RIJCOSX def2/J DEFGRID3
* xyz 0 1
C -3.184 0.231 0.303
C -3.950 -1.015 -0.311
C -1.729 -0.107 0.545
S -0.436 -0.458 -1.057
S 4.919 0.597 0.289
C 1.046 0.127 -0.172
H -3.800 0.695 1.069
H -3.242 0.987 -0.518
H -3.272 -1.806 -0.664
H -4.600 -0.770 -1.164
H -4.531 -1.484 0.494
H -1.502 -1.085 -0.107
H -1.531 -0.428 1.557
H 1.881 0.283 -0.853
H 1.279 -0.651 0.556
H 0.922 1.075 0.344
H 6.965 0.662 -0.507
H 7.106 1.913 0.300
O 7.660 1.234 -0.105
*
```

Computed properties:
- highest occupied orbital energy (eV) = -7.767
- strongest force on any atom (eV/A) = 4.2

Energy above the lowest of the compared OMol25 structures with the same formula, charge and spin for the records above, in order: 2.802; 8.739 eV